The following is a DFT calculation (wB97M-V/def2-TZVPD) of a single C4H8O2 molecule in a non-equilibrium geometry.

Atoms and positions in Å:
C -0.52 -0.52 -1.39
C -0.29 0.18 -0.04
C 0.63 1.35 -0.25
O 0.57 -0.68 0.68
C 0.20 -1.19 1.92
O -0.95 -1.35 2.22
H -1.05 0.17 -2.05
H 0.43 -0.84 -1.84
H -1.13 -1.39 -1.18
H -1.27 0.41 0.45
H 1.13 1.76 0.63
H -0.21 2.22 -0.36
H 1.36 1.46 -1.06
H 1.11 -1.72 2.25

Kohn-Sham gap, eV: 11.362
Total energy, eV: -8371.637
HOMO, eV: -10.38